A structure of composition C30H26Cl2N3O4RuS2 in a non-equilibrium geometry, computed with wB97M-V/def2-TZVPD.

The geometry in XYZ format:
```
68
C30H26Cl2N3O4RuS2 (wB97M-V/def2-TZVPD)
Ru 0.912 0.764 -0.324
Cl 2.250 3.219 -0.660
Cl -0.671 7.632 0.383
S 1.895 -1.843 -0.681
S 3.958 1.247 -2.428
O 3.247 1.953 -3.458
O 4.901 1.943 -1.611
O -0.189 2.579 0.955
O 1.351 1.229 1.739
N 2.856 0.438 -1.415
N -0.895 -0.434 0.283
N 0.914 5.230 1.109
C 0.884 5.528 -0.253
C -0.461 1.194 -4.341
C -0.649 -1.306 1.454
C 5.284 -2.779 -3.855
C 4.287 -2.615 -2.903
C 3.241 3.689 3.469
C -1.318 -1.218 -0.907
C 0.613 2.269 1.858
C 0.175 6.629 -0.739
C 4.627 -0.244 -3.075
C 2.054 3.976 2.825
C 3.267 5.577 1.418
C 0.195 1.423 -3.141
C 0.814 3.153 3.067
C -1.061 -0.396 -2.126
C 2.937 -0.875 -1.560
C 3.969 -1.325 -2.518
C 2.070 4.943 1.794
C 1.520 4.707 -1.193
C 1.524 4.994 -2.540
C -0.100 0.618 -2.040
C -2.020 0.476 0.634
C -1.405 0.177 -4.435
C 4.432 5.268 2.074
C 4.424 4.326 3.107
C 5.619 -0.380 -4.024
C -1.711 -0.611 -3.332
C 5.940 -1.678 -4.406
C 0.831 6.114 -2.983
C 0.142 6.920 -2.089
H -0.230 1.806 -5.205
H 3.248 2.932 4.243
H 0.823 6.354 -4.038
H -2.374 -1.479 -0.802
H 0.945 2.532 3.951
H 0.024 5.138 1.584
H -1.775 1.039 1.523
H -1.913 0.000 -5.375
H -0.746 -2.142 -0.944
H 5.558 -3.776 -4.176
H 3.770 -3.461 -2.468
H -2.461 -1.390 -3.411
H -0.226 -0.711 2.258
H -1.593 -1.749 1.783
H 3.253 6.319 0.629
H -0.080 3.764 3.201
H -2.209 1.169 -0.181
H 6.128 0.477 -4.446
H -0.410 7.785 -2.429
H 0.046 -2.095 1.192
H 0.946 2.198 -3.075
H 5.352 5.761 1.793
H 2.050 4.338 -3.225
H -2.912 -0.128 0.819
H 6.715 -1.834 -5.145
H 5.344 4.083 3.622
```

- E_LUMO (spin up / spin down) (eV) = -2.6 / -6.4
- net charge = +1
- frontier orbital gap (spin up / spin down) (eV) = 7.7 / 4.4
- spin multiplicity = 5
- energy relative to the best compared isomer or geometry (same formula, charge and spin) (eV) = 0.347
- DFT total energy (eV) = -93482.2340
- ⟨S²⟩ = 6.06

natural (NBO) atomic charge list, values in e, 5 entries: number 1, Ru, carries 1.161; number 2, Cl, carries 0.069; number 3, Cl, carries 0.058; number 4, S, carries -0.142; number 5, S, carries 2.296